[1]
The following is a DFT calculation (the ωB97M-V functional and the def2-TZVPD basis) of C15H14O3ReS5Sb as an isolated structure at a distorted geometry.

Geometry as XYZ:
```
39
C15H14O3ReS5Sb the ωB97M-V functional and the def2-TZVPD basis
Re 1.4141 1.0272 0.0486
S 1.5532 -2.3010 3.0042
Sb 2.8524 -0.5787 2.9586
S 3.2076 -0.0428 0.1323
S 1.3729 1.4730 2.3909
S 4.6806 0.2806 3.6640
C 0.0875 4.1440 -2.3291
S 0.6266 2.8963 -1.2805
O 0.6453 1.5149 -1.9142
O 2.0042 3.0722 -0.7565
O -0.2142 2.6871 -0.0782
H 0.8014 4.2106 -3.1521
H 0.0701 5.0595 -1.7331
H -0.9096 3.8628 -2.6707
C 0.2228 -2.4771 -4.2434
C -1.0983 -2.1309 -3.9720
C -1.4206 -1.6616 -2.7184
C -0.4104 -1.4745 -1.7490
C 0.9171 -1.8524 -2.0400
C 1.2260 -2.3664 -3.2764
C -0.8078 -0.9544 -0.5017
C -0.0654 -0.2836 0.5084
C -0.6943 -0.2199 1.7854
C -1.6954 -1.1142 2.2298
C -2.1032 -1.1024 3.5299
C -1.5399 -0.2279 4.5347
C -0.6484 0.6960 4.1673
C -0.3106 0.8585 2.7276
H 0.4758 -2.8668 -5.2215
H -1.8633 -2.2534 -4.7261
H -2.4480 -1.4198 -2.4711
H 1.6622 -1.8049 -1.2618
H 2.2316 -2.6961 -3.5004
H -1.8822 -1.0302 -0.3309
H -2.0702 -1.8867 1.5711
H -2.8546 -1.8202 3.8412
H -1.8523 -0.3279 5.5648
H -0.2294 1.4001 4.8783
H -0.9335 1.7114 2.3902
```

## Properties
Electronic energy (a.u.): -3114.49747
Relative energy (zero: lowest compared OMol25 entry of this formula, charge and spin) (eV): 1.8741
Net charge: +2
Gap between HOMO and LUMO (spin up / spin down) (eV): 5.8 / 5.8
E_LUMO (spin up / spin down) (eV): -8.905 / -8.905

[2]
The following is a DFT calculation (the ωB97M-V functional and the def2-TZVPD basis) of C49H81CaN3O6SSb2 as an isolated structure.

Geometry as XYZ:
```
143
C49H81CaN3O6SSb2 the ωB97M-V functional and the def2-TZVPD basis
Ca -0.3123 -0.2427 -0.0767
C 1.1455 3.4403 -1.1738
N 1.3847 2.5158 -0.0811
C 1.0710 3.1614 1.1837
C 2.7769 2.0943 -0.1371
C 3.0918 0.8821 0.7172
N 2.3925 -0.3599 0.3914
C 2.9727 -1.0637 -0.7693
C 3.0508 -0.3072 -2.0685
C 4.2874 -0.0940 -2.6508
C 4.4231 0.5729 -3.8648
C 3.2453 1.0290 -4.4509
C 1.9738 0.8638 -3.9122
C 1.8433 0.1375 -2.6858
O 0.7163 -0.0905 -2.1108
C 0.7863 1.4281 -4.7172
C 0.5907 0.5527 -5.9647
C 1.0778 2.8692 -5.1718
C -0.5561 1.4873 -3.9731
C 5.7641 0.8080 -4.5567
C 5.7835 0.0882 -5.9134
C 6.9374 0.2849 -3.7270
C 5.9823 2.3105 -4.7868
C 2.5255 -1.2112 1.6020
C 2.2623 -2.6809 1.4552
C 3.3009 -3.5820 1.6474
C 3.0960 -4.9523 1.6228
C 1.7790 -5.3815 1.4333
C 0.7019 -4.5313 1.2409
C 0.9396 -3.1167 1.1983
O 0.0110 -2.2450 0.9754
C -0.7269 -5.0759 1.1604
C -1.4183 -4.6759 -0.1468
C -0.7809 -6.6050 1.2462
C -1.5183 -4.5169 2.3510
C 4.2118 -5.9793 1.8004
C 5.5746 -5.3177 2.0088
C 4.3014 -6.8674 0.5506
C 3.9265 -6.8660 3.0216
H 1.7956 4.3323 -1.0958
H 0.1081 3.7728 -1.1616
H 1.3496 2.9452 -2.1224
H 1.7032 4.0560 1.3419
H 1.2174 2.4768 2.0175
H 0.0226 3.4509 1.2070
H 3.4372 2.9168 0.2050
H 3.0332 1.8988 -1.1753
H 2.8499 1.1152 1.7580
H 4.1852 0.7172 0.6868
H 2.3699 -1.9631 -0.9133
H 3.9904 -1.4048 -0.5076
H 5.1603 -0.4633 -2.1232
H 3.3262 1.5436 -5.4031
H 1.4853 0.5516 -6.5937
H -0.2533 0.9152 -6.5599
H 0.3806 -0.4769 -5.6713
H 2.0014 2.9689 -5.7430
H 1.1446 3.5335 -4.3068
H 0.2567 3.2222 -5.8019
H -0.9392 0.5030 -3.7223
H -1.2814 1.9935 -4.6201
H -0.4805 2.0500 -3.0433
H 5.6499 -0.9862 -5.7737
H 6.7335 0.2574 -6.4314
H 4.9766 0.4422 -6.5569
H 6.8634 -0.7924 -3.5673
H 6.9808 0.7716 -2.7507
H 7.8774 0.4853 -4.2488
H 5.1900 2.7353 -5.4048
H 6.9391 2.4910 -5.2880
H 5.9821 2.8438 -3.8341
H 1.8505 -0.7915 2.3535
H 3.5549 -1.1044 1.9881
H 4.2907 -3.1747 1.8246
H 1.5926 -6.4483 1.4377
H -0.9046 -5.1290 -0.9968
H -1.4317 -3.5958 -0.2749
H -2.4534 -5.0296 -0.1453
H -0.2392 -7.0750 0.4211
H -1.8243 -6.9242 1.1856
H -0.3721 -6.9776 2.1889
H -1.4845 -3.4307 2.3355
H -1.0914 -4.8723 3.2935
H -2.5649 -4.8300 2.2996
H 5.8500 -4.6973 1.1537
H 6.3429 -6.0863 2.1312
H 5.5790 -4.6891 2.9016
H 4.5134 -6.2600 -0.3313
H 3.3608 -7.3912 0.3738
H 5.0941 -7.6150 0.6599
H 3.8788 -6.2589 3.9281
H 4.7130 -7.6176 3.1467
H 2.9733 -7.3864 2.9191
C 3.1383 -1.7972 5.5535
C 1.9058 -1.0960 5.0455
C 1.8591 0.2924 4.9590
C 0.7496 0.9409 4.4277
C -0.3332 0.2023 3.9767
C -0.3049 -1.1818 4.0788
C 0.8017 -1.8240 4.6094
S -1.7292 0.9606 3.1250
O -1.3093 2.3425 2.9460
O -2.8826 0.7578 3.9872
N -1.8052 0.2071 1.7723
C -2.8587 -0.7933 1.5865
C -3.2536 -1.0345 0.1173
O -4.2849 -1.6852 -0.0682
O -2.4725 -0.5816 -0.7918
H 4.0159 -1.5134 4.9683
H 3.0270 -2.8790 5.4781
H 3.3420 -1.5457 6.5976
H 2.7144 0.8767 5.2849
H 0.7224 2.0190 4.3313
H -1.1371 -1.7572 3.7001
H 0.8279 -2.9081 4.6355
H -3.7657 -0.5350 2.1328
H -2.5450 -1.7835 1.9423
C -3.6286 2.5809 -2.4411
Sb -2.5638 2.5941 -0.5646
C -4.2992 2.1073 0.5819
C -2.7807 4.7416 -0.2796
H -4.6047 3.0550 -2.3234
H -3.7599 1.5407 -2.7398
H -3.0601 3.1013 -3.2126
H -5.0827 2.8358 0.3628
H -4.0687 2.1140 1.6463
H -4.6403 1.1140 0.2925
H -3.8116 5.0502 -0.4643
H -2.1205 5.2851 -0.9587
H -2.5112 4.9954 0.7466
C -0.5137 -3.3435 -5.5727
Sb -1.1060 -2.5576 -3.6263
C -2.5192 -4.1604 -3.3188
C 0.5885 -3.4622 -2.6609
H -0.4589 -4.4335 -5.5421
H 0.4676 -2.9508 -5.8431
H -1.2305 -3.0426 -6.3380
H -2.0180 -5.1289 -3.2853
H -3.2232 -4.1511 -4.1531
H -3.0703 -3.9937 -2.3956
H 0.6371 -4.5286 -2.8902
H 0.5482 -3.3271 -1.5804
H 1.4817 -2.9637 -3.0427
```

## Properties
Electronic energy (a.u.): -4087.96514
Relative energy (zero: lowest compared OMol25 entry of this formula, charge and spin) (eV): 0.0000
Net charge: -2
Gap between HOMO and LUMO (eV): 6.4
E_LUMO (eV): 3.789

[3]
The following is a DFT calculation (the ωB97M-V functional and the def2-TZVPD basis) of a 4-piece molecular cluster, C16H44N4O4 overall at a distorted geometry.

Geometry as XYZ:
```
68
C16H44N4O4 the ωB97M-V functional and the def2-TZVPD basis
C -2.9712 13.3166 -17.0787
C -1.8285 13.7729 -16.1185
C -2.1484 13.0769 -14.7328
O -3.4016 13.5043 -14.1094
C -3.2016 13.3023 -12.6714
N -0.5909 13.4728 -16.8114
H -2.7514 13.6950 -18.0769
H -3.9899 13.7021 -17.0380
H -2.9295 12.2276 -17.1038
H -1.8713 14.8486 -15.9476
H -1.3322 13.4414 -14.1090
H -2.0320 11.9947 -14.7915
H -4.1679 13.1348 -12.1956
H -2.7407 14.2236 -12.3151
H -2.6508 12.4035 -12.3942
H -0.0134 14.0798 -16.2473
H -0.7626 13.9418 -17.6893
C 0.7422 7.5165 -8.6808
C -0.2724 8.0145 -9.6949
C 0.0608 9.4366 -10.1961
O 1.2877 9.6424 -10.9968
C 1.2925 10.8940 -11.6011
N -0.4193 7.1356 -10.7793
H 0.6584 8.2388 -7.8688
H 1.8063 7.5691 -8.9109
H 0.4856 6.4985 -8.3876
H -1.2384 8.0601 -9.1920
H 0.1324 10.0070 -9.2701
H -0.8142 9.6342 -10.8154
H 0.8678 11.6374 -10.9264
H 0.8302 10.9411 -12.5871
H 2.3107 11.1546 -11.8899
H 0.2846 7.3178 -11.4803
H -0.3845 6.1855 -10.4386
C 2.9707 13.9265 -16.5229
C 3.0393 13.9357 -15.0184
C 1.5753 14.0361 -14.2544
O 0.9269 15.1944 -14.7408
C 1.2408 16.5146 -14.3462
N 3.7677 12.6978 -14.8115
H 3.9152 14.0457 -17.0538
H 2.5107 14.8773 -16.7922
H 2.3667 13.1727 -17.0279
H 3.6913 14.7421 -14.6828
H 1.7261 13.8962 -13.1840
H 1.1165 13.1590 -14.7108
H 0.7192 17.1510 -15.0610
H 2.3155 16.6568 -14.4591
H 1.0160 16.8566 -13.3359
H 4.7263 12.8175 -15.1064
H 3.5804 12.3502 -13.8818
C -2.1819 19.3080 -16.5729
C -2.7532 20.5586 -15.8754
C -1.5282 21.3722 -15.2802
O -0.9161 20.6351 -14.2854
C -0.1114 21.3113 -13.3122
N -3.6263 21.2467 -16.8885
H -1.5887 19.6424 -17.4240
H -2.9385 18.5756 -16.8544
H -1.4801 18.7142 -15.9873
H -3.3837 20.2509 -15.0412
H -1.8343 22.3764 -14.9868
H -0.8370 21.5145 -16.1110
H 0.9112 21.0125 -13.0816
H -0.7219 21.5460 -12.4403
H 0.0611 22.2820 -13.7771
H -4.1996 21.8768 -16.3459
H -4.2684 20.5225 -17.1772
```

## Properties
Electronic energy (a.u.): -1155.74968
Relative energy (zero: lowest compared OMol25 entry of this formula, charge and spin) (eV): 1.1989
Net charge: -1
Gap between HOMO and LUMO (spin up / spin down) (eV): 1.7 / 9.1
<S²>: 0.75
E_LUMO (spin up / spin down) (eV): 2.669 / 2.690
Spin multiplicity: 2

[4]
The following is a DFT calculation (the ωB97M-V functional and the def2-TZVPD basis) of a 2-piece molecular cluster, C5H8N3O2 overall at a distorted geometry.

Geometry as XYZ:
```
18
C5H8N3O2 the ωB97M-V functional and the def2-TZVPD basis
C -0.5856 -3.0646 0.1039
C 1.4146 0.8860 0.0561
C 1.5782 1.3975 -1.1733
C -2.1874 0.6203 -0.8397
C -1.0580 0.3682 0.1027
N -1.4727 -2.2536 0.1982
N 0.1297 0.4055 0.5899
N 2.4836 0.5870 0.9851
O 0.4107 -3.6242 0.2209
O -2.2267 0.2853 0.6444
H 2.5117 1.8792 -1.4490
H 0.7250 1.6030 -1.8033
H -2.4105 1.7107 -1.1595
H -2.6121 0.0204 -1.6273
H -2.3407 -2.3764 0.4814
H 0.1513 0.1427 1.6590
H 3.1492 1.3387 1.1396
H 2.3397 0.0744 1.8710
```

## Properties
Electronic energy (a.u.): -509.70007
Relative energy (zero: lowest compared OMol25 entry of this formula, charge and spin) (eV): 3.5775
Net charge: +1
Gap between HOMO and LUMO (eV): 8.8
E_LUMO (eV): -4.178